1.
Here is C38H53I2N4O2RbSSb as an isolated structure at a distorted geometry from the Open Molecules 2025 dataset. Energies are from ωB97M-V/def2-TZVPD.

Atoms and positions in Å:
Rb 0.81 1.62 0.08
C 1.69 0.35 2.97
N 2.85 1.10 2.47
C 3.08 2.35 3.21
C 2.09 3.48 2.92
C 0.67 3.35 3.49
N -0.29 3.04 2.44
C -1.04 4.01 2.13
C -2.08 4.00 1.12
C -2.58 5.28 0.77
C -3.54 5.48 -0.19
C -4.05 4.36 -0.84
C -3.60 3.10 -0.53
C -2.52 2.84 0.42
O -2.00 1.69 0.54
C 3.98 0.20 2.52
C 4.43 -0.47 1.22
C 3.42 -1.33 0.44
N 2.79 -0.56 -0.61
C 3.15 -0.87 -1.80
C 2.71 -0.20 -3.01
C 2.36 -0.98 -4.13
C 1.77 -0.49 -5.26
C 1.54 0.89 -5.29
C 1.96 1.71 -4.29
C 2.52 1.23 -3.05
O 2.74 2.04 -2.09
H 0.75 0.87 2.90
H 1.85 0.03 4.01
H 1.58 -0.57 2.43
H 4.07 2.68 2.90
H 3.12 2.14 4.29
H 2.02 3.64 1.81
H 2.54 4.37 3.34
H 0.40 4.31 3.96
H 0.61 2.57 4.25
H -0.95 4.95 2.71
H -2.16 6.13 1.30
H -3.85 6.51 -0.43
H -4.79 4.45 -1.64
H -3.96 2.20 -1.04
H 3.88 -0.59 3.29
H 4.87 0.78 2.83
H 5.29 -1.11 1.45
H 4.81 0.28 0.54
H 2.66 -1.76 1.12
H 3.98 -2.20 0.03
H 3.82 -1.79 -1.93
H 2.54 -2.06 -4.03
H 1.40 -1.11 -6.09
H 1.03 1.29 -6.14
H 1.82 2.80 -4.36
I -0.14 4.51 -2.10
C 1.71 5.49 -2.33
I 3.15 5.24 -0.85
H 1.44 6.55 -2.36
H 2.15 5.13 -3.25
C -2.36 -1.31 -4.50
C -1.78 -2.66 -3.98
C -0.79 -3.24 -4.98
Sb -0.98 -2.22 -2.06
C 0.07 -4.02 -1.50
C 0.33 -3.99 0.00
C 1.45 -4.12 -2.20
C -2.85 -2.66 -1.10
C -2.98 -1.87 0.22
C -3.21 -4.13 -0.95
H -2.90 -1.49 -5.44
H -1.55 -0.58 -4.67
H -3.03 -0.85 -3.76
H -2.58 -3.38 -3.81
H 0.10 -2.60 -5.14
H -1.31 -3.40 -5.92
H -0.42 -4.23 -4.70
H -0.50 -4.90 -1.78
H 0.87 -3.07 0.27
H 0.89 -4.87 0.35
H -0.58 -4.01 0.62
H 2.06 -3.24 -1.96
H 1.37 -4.14 -3.29
H 1.98 -5.01 -1.85
H -3.55 -2.26 -1.83
H -2.24 -2.20 0.97
H -3.99 -2.04 0.63
H -2.93 -0.80 0.07
H -2.63 -4.60 -0.14
H -3.09 -4.74 -1.85
H -4.27 -4.21 -0.64
S -0.90 -3.42 5.07
C -0.16 -3.03 3.51
N -0.58 -1.94 2.95
C -1.47 -1.28 3.78
C -2.05 -0.04 3.47
C -2.91 0.46 4.41
C -3.20 -0.17 5.61
C -2.66 -1.40 5.92
C -1.78 -1.94 4.98
H 0.50 -3.74 3.02
H -1.81 0.50 2.58
H -3.41 1.42 4.23
H -3.87 0.31 6.33
H -2.85 -1.87 6.86

Results
Gap between HOMO and LUMO   6.0 eV
Charge   -1
Highest occupied orbital energy   -0.150 Eh

2.
Here is C38H53N10O2PS2V as an isolated structure at a distorted geometry from the Open Molecules 2025 dataset. Energies are from ωB97M-V/def2-TZVPD.

Atoms and positions in Å:
V 0.45 -0.09 0.30
N -0.67 0.93 1.79
C -2.06 0.67 1.33
C -3.07 1.71 1.88
C -4.08 2.43 0.96
C -5.14 1.60 0.25
N -5.88 0.73 1.17
C -6.43 -0.44 0.82
N -7.40 -0.96 1.58
N -6.00 -1.10 -0.24
C -1.92 0.46 -0.21
O -2.75 -0.21 -0.80
O -0.84 0.95 -0.71
H -0.58 0.77 2.79
H -0.46 1.91 1.63
H -2.35 -0.31 1.69
H -2.48 2.50 2.34
H -3.63 1.24 2.69
H -3.55 2.99 0.18
H -4.58 3.18 1.58
H -4.67 1.00 -0.51
H -5.85 2.27 -0.24
H -6.27 1.19 1.98
H -7.84 -0.43 2.31
H -7.83 -1.83 1.34
H -5.14 -0.84 -0.70
H -6.45 -1.95 -0.53
S -1.22 -4.01 -6.85
C -2.61 -4.95 -7.08
C -3.44 -4.92 -5.99
C -2.93 -4.11 -4.95
C -1.71 -3.55 -5.25
C -0.91 -2.65 -4.42
C -1.11 -2.65 -3.04
N -0.32 -2.07 -2.12
C 0.32 -0.96 -2.36
C 0.76 -0.83 -4.50
C 3.22 -1.33 -4.66
C 4.27 -0.46 -3.85
C 3.44 1.37 -2.36
C 4.50 1.47 -1.48
C 4.39 1.66 -0.08
C 3.28 1.20 0.69
N 2.26 0.50 0.23
C 1.81 0.55 -1.06
C 5.53 2.21 0.62
C 6.62 2.85 0.07
C 7.55 3.28 1.02
C 7.17 2.98 2.30
S 5.68 2.16 2.35
C 0.20 -1.97 -5.00
H -2.75 -5.49 -8.00
H -4.38 -5.44 -5.95
H -3.44 -3.94 -4.02
H -1.82 -3.36 -2.63
H 3.60 -1.60 -5.64
H 5.17 -0.25 -4.43
H 5.50 1.39 -1.89
H 3.33 1.31 1.76
H 6.75 3.03 -0.99
H 8.46 3.81 0.78
H 7.69 3.20 3.22
H 0.66 -2.42 -5.88
C 2.45 -1.90 -1.39
N 3.38 -2.14 -2.42
C 3.00 -2.56 -3.76
N 2.04 -0.44 -4.80
C -0.06 -0.08 -3.49
N 1.45 -0.72 -1.52
C 2.09 1.79 -1.85
N 3.54 0.80 -3.57
C 4.57 -1.33 -2.62
C 2.54 0.91 -4.64
H 2.99 -1.72 -0.46
H 1.81 -2.77 -1.29
H 1.99 -2.96 -3.78
H 3.68 -3.35 -4.08
H -1.13 -0.20 -3.69
H 0.16 0.97 -3.37
H 2.19 2.63 -1.17
H 1.36 2.04 -2.60
H 4.83 -0.78 -1.72
H 5.40 -1.99 -2.87
H 3.07 1.20 -5.55
H 1.76 1.64 -4.46
C 3.33 -2.34 2.10
C 2.00 -2.27 2.84
P 0.46 -2.11 1.83
C 0.05 -3.84 1.31
C 0.81 -4.51 0.17
C -0.75 -1.95 3.25
C -0.99 -3.18 4.13
H 4.14 -2.44 2.83
H 3.52 -1.43 1.53
H 3.38 -3.20 1.43
H 2.00 -1.40 3.51
H 1.87 -3.16 3.46
H -1.02 -3.83 1.07
H 0.19 -4.43 2.22
H 0.49 -4.13 -0.80
H 0.60 -5.58 0.18
H 1.89 -4.40 0.27
H -1.71 -1.64 2.86
H -0.36 -1.15 3.88
H -1.52 -3.97 3.60
H -1.60 -2.89 4.98
H -0.06 -3.60 4.53

Results
Gap between HOMO and LUMO (spin up / spin down)   4.6 / 4.8 eV
Spin multiplicity   3
Charge   +3
Highest occupied orbital energy (spin up / spin down)   -0.496 / -0.496 Eh

3.
Here is C38H53N5O2RuS as an isolated structure at a distorted geometry from the Open Molecules 2025 dataset. Energies are from ωB97M-V/def2-TZVPD.

Atoms and positions in Å:
Ru 1.18 -1.16 -0.59
C -2.24 4.77 0.52
C -1.44 4.95 -0.76
C -2.43 5.14 -1.94
C -0.51 6.20 -0.76
C -0.57 3.76 -1.08
C -0.75 2.61 -0.38
C -0.01 1.42 -0.66
N -0.15 0.23 -0.08
C -1.14 -0.24 0.84
C -2.39 0.29 1.02
C -3.20 -0.11 2.06
C -2.68 -1.06 2.93
C -1.50 -1.75 2.73
C -0.66 -1.28 1.65
O 0.54 -1.77 1.39
C -0.86 -2.87 3.67
C 0.38 -2.22 4.39
C -1.87 -3.35 4.66
C -0.36 -4.04 2.82
C -4.65 0.35 2.29
C -4.75 1.11 3.68
C -5.04 1.41 1.25
C -5.66 -0.77 2.13
C 0.87 1.43 -1.80
O 1.56 0.32 -2.05
C 1.14 2.67 -2.49
C 0.29 3.75 -2.18
C 2.23 2.76 -3.58
C 2.34 4.24 -4.03
C 1.80 1.86 -4.73
C 3.66 2.30 -3.06
H -2.94 5.61 0.72
H -1.60 4.67 1.36
H -2.90 3.86 0.38
H -3.08 6.01 -1.75
H -3.08 4.25 -2.12
H -1.89 5.36 -2.89
H -1.01 7.14 -0.46
H -0.17 6.39 -1.78
H 0.40 6.10 -0.12
H -1.42 2.56 0.49
H -2.79 0.97 0.25
H -3.20 -1.36 3.83
H 0.03 -1.46 5.11
H 1.12 -1.86 3.67
H 0.83 -3.03 4.96
H -2.33 -2.51 5.25
H -1.33 -4.06 5.29
H -2.68 -3.93 4.08
H 0.56 -3.74 2.25
H -1.15 -4.43 2.12
H -0.07 -4.93 3.49
H -4.18 2.06 3.62
H -4.40 0.51 4.53
H -5.79 1.46 3.87
H -4.29 2.21 1.24
H -6.01 1.97 1.45
H -5.00 1.09 0.19
H -5.65 -1.45 2.98
H -5.48 -1.35 1.22
H -6.66 -0.29 2.08
H 0.39 4.64 -2.79
H 1.42 4.64 -4.57
H 3.22 4.37 -4.73
H 2.49 4.82 -3.13
H 0.73 1.97 -5.02
H 1.87 0.76 -4.37
H 2.42 1.94 -5.65
H 4.00 2.83 -2.16
H 4.42 2.52 -3.84
H 3.69 1.22 -2.86
C 0.43 -7.16 -3.69
C 1.05 -6.21 -2.59
N 0.31 -4.93 -2.46
C 0.87 -3.90 -1.83
S -0.09 -2.44 -1.82
N 2.11 -3.96 -1.30
N 2.47 -2.73 -0.81
C 3.71 -2.65 -0.35
C 4.77 -3.72 -0.56
C 4.04 -1.39 0.37
C 5.28 -1.05 0.91
C 5.40 0.19 1.52
C 4.25 0.98 1.72
C 3.04 0.58 1.21
N 2.94 -0.53 0.41
H 1.11 -7.96 -3.76
H 0.46 -6.62 -4.64
H -0.64 -7.49 -3.45
H 2.11 -5.98 -2.77
H 1.05 -6.69 -1.57
H -0.55 -4.81 -2.93
H 4.38 -4.61 -1.01
H 5.30 -3.99 0.38
H 5.54 -3.45 -1.30
H 6.14 -1.68 0.79
H 6.39 0.49 1.92
H 4.34 1.94 2.28
H 2.19 1.26 1.30

Results
Gap between HOMO and LUMO (spin up / spin down)   6.6 / 5.2 eV
Energy relative to the best compared isomer or geometry (same formula, charge and spin)   0.0 kcal per mole
Spin multiplicity   5
Charge   +2
Highest occupied orbital energy (spin up / spin down)   -0.472 / -0.501 Eh

4.
Here is C38H54BBrN13O2Pt as an isolated structure from the Open Molecules 2025 dataset. Energies are from ωB97M-V/def2-TZVPD.

Atoms and positions in Å:
Pt -0.23 0.54 0.07
C 4.79 -0.16 -0.37
C 3.65 0.30 -1.30
C 3.13 1.68 -0.93
C 2.59 -0.77 -1.43
C 2.86 -2.09 -1.81
C 1.63 -2.73 -1.83
C 1.31 -4.18 -2.06
C 2.40 -4.86 -2.88
C 1.11 -4.88 -0.71
N 0.70 -1.82 -1.49
N 1.28 -0.62 -1.24
B -0.83 -1.96 -1.39
N -1.49 -0.87 -2.25
N -1.52 0.39 -1.71
C -2.06 1.21 -2.60
C -2.36 0.48 -3.76
C -1.98 -0.82 -3.51
C -1.97 -1.94 -4.52
C -0.53 -2.24 -4.95
C -2.71 -3.22 -4.14
C -2.28 2.67 -2.33
C -1.28 3.52 -3.12
C -3.72 3.07 -2.66
N -1.18 -1.61 0.14
N -0.10 -1.54 0.98
C -0.53 -1.76 2.23
C -1.92 -2.01 2.21
C -2.32 -1.88 0.91
C -3.73 -1.91 0.41
C -4.24 -0.48 0.17
C -3.96 -2.79 -0.81
C 0.41 -1.80 3.39
C 0.19 -3.10 4.16
C 1.87 -1.66 2.97
H 5.52 0.64 -0.24
H 5.30 -1.02 -0.79
H 4.40 -0.44 0.61
H 4.07 0.42 -2.30
H 2.23 1.35 1.01
H 2.17 1.86 -1.40
H 3.83 2.45 -1.26
H 3.81 -2.52 -2.05
H 0.37 -4.24 -2.62
H 3.34 -4.92 -2.32
H 2.60 -4.33 -3.81
H 2.11 -5.88 -3.12
H 2.03 -4.86 -0.13
H 0.82 -5.92 -0.87
H 0.32 -4.40 -0.13
H -1.19 -3.06 -1.66
H -2.82 0.85 -4.66
H -2.49 -1.52 -5.38
H 0.07 -2.59 -4.11
H -0.05 -1.35 -5.36
H -0.52 -3.01 -5.72
H -2.19 -3.78 -3.36
H -2.79 -3.86 -5.01
H -3.72 -3.01 -3.79
H -2.11 2.83 -1.26
H -1.42 3.38 -4.19
H -0.25 3.24 -2.87
H -1.41 4.58 -2.89
H -3.93 2.91 -3.72
H -3.87 4.12 -2.45
H -4.43 2.49 -2.08
H -2.55 -2.22 3.05
H -4.30 -2.34 1.25
H -3.72 -0.03 -0.68
H -4.07 0.15 1.04
H -5.30 -0.51 -0.05
H -3.57 -2.32 -1.70
H -5.03 -2.94 -0.95
H -3.50 -3.78 -0.71
H 0.14 -0.96 4.05
H 0.42 -3.96 3.53
H -0.83 -3.20 4.52
H 0.86 -3.14 5.03
H 2.15 -2.47 2.30
H 2.51 -1.71 3.86
H 2.06 -0.72 2.47
Br 1.95 2.70 4.27
C 0.13 2.47 4.77
C -0.21 2.94 6.03
C -1.51 2.81 6.49
C -2.47 2.21 5.68
C -2.12 1.76 4.42
C -0.81 1.88 3.95
C -0.55 1.39 2.57
O -1.53 1.20 1.79
O 0.62 1.13 2.18
H 0.54 3.41 6.65
H -1.77 3.18 7.47
H -3.49 2.11 6.03
H -2.86 1.32 3.77
N 0.25 2.57 -0.34
C 0.22 3.52 0.36
N 0.38 4.63 0.92
C -0.16 5.18 1.99
N -0.54 5.69 2.95
N 3.29 5.57 1.90
C 4.40 4.93 1.50
N 5.58 5.54 1.58
N 4.34 3.72 0.98
C 3.49 2.80 1.22
N 2.95 1.87 0.52
H 3.35 6.43 2.42
H 2.43 5.04 2.00
H 5.67 6.51 1.83
H 6.38 5.07 1.20

Results
Gap between HOMO and LUMO (spin up / spin down)   8.8 / 5.7 eV
Energy relative to the best compared isomer or geometry (same formula, charge and spin)   0.0 kcal per mole
Spin multiplicity   5
Charge   +1
Highest occupied orbital energy (spin up / spin down)   -0.391 / -0.408 Eh